DFT (ωB97M-V with the def2-TZVPD basis set) results for a structure of composition C14H10F4O3Tm at a distorted geometry.

Lowest unoccupied orbital energy (spin up / spin down) (hartree): -0.4935 / -0.5461
Total charge: +3
2S+1: 3
Strongest force on any atom (eV Å⁻¹): 2.3
Orbital gap (spin up / spin down) (eV): 6.82 / 5.38

Element x y z (Å)
C 1.591 -1.640 0.932
C 1.780 -0.339 0.171
C 2.896 0.485 0.464
C 3.198 1.573 -0.321
C 2.376 1.844 -1.479
C 1.254 1.029 -1.764
C 0.899 -0.028 -0.949
C -0.332 -0.827 -1.310
C -1.279 -1.093 -0.178
C -2.261 -0.356 0.344
C -2.787 1.001 -0.078
F -3.688 1.430 0.806
F -3.361 0.853 -1.283
C -1.660 2.090 -0.168
F -1.311 2.275 -1.456
F -2.084 3.236 0.359
C -2.861 -1.124 1.475
O -3.761 -0.921 2.166
O -2.019 -2.276 1.650
C -1.257 -2.405 0.539
O -0.573 -3.329 0.279
H 2.358 -1.729 1.727
H 1.785 -2.465 0.244
H 0.601 -1.747 1.385
H 3.568 0.234 1.273
H 4.060 2.172 -0.072
H 2.610 2.678 -2.126
H 0.663 1.263 -2.635
H -0.886 -0.340 -2.107
H 0.005 -1.786 -1.714
H -0.760 1.784 0.378
Tm 1.235 -1.545 3.447

Atoms 1-3, force components in eV/Å:
C 0.966 0.838 -0.293
C 1.011 0.532 0.510
C -1.134 -1.144 0.067